[1]
14
Properties=species:S:1:pos:R:3 method="wB97M-V/def2-TZVPD" gap_ev=8.14 relative_energy_kcal_mol=67.9
H -4.4090 -0.0800 0.0213
C 1.1211 0.0760 -0.0288
N -0.2906 -1.9318 -0.1197
S 2.5094 -0.7766 0.1667
C -0.2506 -0.5856 -0.1267
H -0.2150 1.9418 -0.2566
S 1.1272 1.8459 -0.0736
O -2.4342 -0.4697 -0.1580
H -3.4674 1.3261 -0.2522
H 0.5542 -2.4322 -0.2137
C -3.4866 0.4268 0.2664
H -3.4223 0.6998 1.3892
N -1.2652 0.2300 -0.0826
H -1.1647 -2.3975 -0.1644

=====

[2]
14
Properties=species:S:1:pos:R:3 method="wB97M-V/def2-TZVPD" gap_ev=8.70 relative_energy_kcal_mol=171.2
O -1.6883 -3.4322 -1.0601
H -0.2098 1.6954 -0.9743
S 2.2319 1.7516 -0.9640
H 2.1659 0.2575 1.2554
C 0.3520 0.4065 0.3955
H 0.4440 -2.3504 -0.4088
S -2.1801 -0.8857 -0.5304
N 1.1039 -0.1894 1.1701
C -1.1625 -0.0681 0.6665
H -1.0207 -0.6730 1.5765
H 2.1945 3.5235 -0.9507
H -1.9808 0.7270 1.0648
N 0.6294 1.5270 -0.5042
C -0.8793 -2.2895 -0.7364

=====

[3]
12
Properties=species:S:1:pos:R:3 method="wB97M-V/def2-TZVPD" gap_ev="5.94 / 5.98" total_charge=+1 relative_energy_kcal_mol=156.5
H -1.5302 1.6718 -0.4955
H -2.7733 0.8074 0.3312
C 1.0895 -1.5728 -0.4536
H -1.9562 -0.7157 -1.0555
H 1.2681 -2.3768 -1.2477
C 1.1446 -0.4386 0.4832
H 3.0476 0.7792 1.3800
N -1.2152 -0.4079 -0.3851
H -1.3373 1.0905 1.1162
P 3.9625 1.0782 0.3850
C -1.7450 0.8291 0.2077
N 0.0449 -0.7441 -0.2658

=====

[4]
12
Properties=species:S:1:pos:R:3 method="wB97M-V/def2-TZVPD" gap_ev=8.37 relative_energy_kcal_mol=115.2
N -1.3294 -0.8607 -0.0255
H -2.4246 0.1914 1.4778
S 0.1579 1.2723 0.4985
C -1.5389 0.0821 0.8021
C -0.1837 -0.9976 -0.9517
H -0.7346 -1.3326 -1.8489
H 0.4820 0.8850 -1.7728
H 1.8658 0.1673 -0.4538
H 1.3478 1.3359 2.3715
H 0.1795 -1.8590 -0.5553
C 0.8699 0.2948 -1.0036
N 1.3083 0.8211 1.4617

=====

[5]
12
Properties=species:S:1:pos:R:3 method="wB97M-V/def2-TZVPD" gap_ev=8.10 smiles="NC(N)=CC=S" relative_energy_kcal_mol=20.3
H -0.4356 1.8033 -0.6570
H 1.8466 1.3262 -0.6299
C -1.8843 0.2275 -0.1744
N 1.7957 0.4410 -0.1347
N 0.4151 -1.3254 0.4951
H -0.3305 -1.4859 1.1313
S -3.2616 0.9547 -0.6183
C 0.5052 -0.0680 -0.0314
C -0.5791 0.7447 -0.3136
H 1.2783 -1.6518 0.9306
H 2.5865 -0.1866 -0.2643
H -1.9363 -0.7797 0.2668

=====

[6]
12
Properties=species:S:1:pos:R:3 method="wB97M-V/def2-TZVPD" gap_ev=9.05 smiles="C/N=C/NC=S" relative_energy_kcal_mol=19.8
H -4.0055 -0.2520 -0.8643
C -1.1384 0.2533 -0.0012
H -3.4345 1.1802 0.0038
H 1.0957 1.5166 -0.0124
N -2.1341 -0.5203 -0.0024
N 0.1626 -0.2556 0.0008
S 2.8053 -0.1136 -0.0032
C -3.4490 0.1019 -0.0051
C 1.2855 0.4776 0.0124
H 0.2180 -1.2809 0.0160
H -3.9891 -0.2437 0.8903
H -1.1580 1.3312 -0.0074

=====

[7]
12
Properties=species:S:1:pos:R:3 method="wB97M-V/def2-TZVPD" gap_ev=9.22 smiles="S=C1NCCN1" relative_energy_kcal_mol=52.4
S 1.2854 -0.8635 -1.2697
C 0.2856 -0.2407 -0.2315
H -1.3804 0.6864 2.5580
N -0.6964 0.6617 -0.6161
H -2.1386 -0.1073 1.1234
C -0.9145 1.4920 0.6343
H -1.8295 1.8925 0.5112
H -0.0061 2.2930 0.9728
C -1.1199 0.2455 1.5320
N 0.0006 -0.6494 1.0585
H 0.4567 -1.4744 1.5054
H -0.3057 1.4589 -1.0610

=====

[8]
12
Properties=species:S:1:pos:R:3 method="wB97M-V/def2-TZVPD" gap_ev=9.72 smiles="C=N/N=C/SC" relative_energy_kcal_mol=51.6
N -2.0754 -0.4309 -0.0063
H -0.0707 -1.8939 0.1175
H 0.9441 1.6124 -0.7699
N -0.7838 0.0698 -0.0711
H -2.8371 1.5366 0.0107
H -4.0214 0.0069 0.0703
C 0.1374 -0.7887 0.0310
H 2.6225 1.8090 -0.1715
C 1.6566 1.3197 0.0304
S 1.8389 -0.4954 -0.0079
H 1.1663 1.6329 0.9713
C -2.9960 0.4275 0.0118

=====

[9]
12
Properties=species:S:1:pos:R:3 method="wB97M-V/def2-TZVPD" gap_ev=7.74 relative_energy_kcal_mol=60.8
H 1.4281 3.0817 0.1254
C 0.9220 -0.3149 -0.5708
H -1.2520 0.6438 0.5807
H -0.7442 2.2100 0.6674
H 1.9509 -0.3698 -0.9439
C 0.6048 1.0275 -0.2490
C 0.1429 -1.4651 -0.2679
N -0.6395 1.3897 0.0885
H 2.0059 1.6813 -1.4472
H 0.6678 -2.3825 -0.4369
N 1.5732 1.9185 -0.4858
S -1.2882 -1.4692 0.6726

=====

[10]
12
Properties=species:S:1:pos:R:3 method="wB97M-V/def2-TZVPD" gap_ev=8.11 smiles="NC(N)=CC=S" relative_energy_kcal_mol=16.4
H 1.1558 1.2917 -1.9318
H -0.5422 1.3119 -1.9382
N 0.2963 1.2394 -1.3712
N 1.4866 0.2015 0.2809
H -1.6832 -0.3350 -0.7102
C -1.0476 -1.1325 1.1518
S -2.3589 -2.0233 1.5570
H -0.2126 -1.1292 1.8460
C 0.2728 0.3184 -0.3450
C -0.8725 -0.3661 -0.0286
H 1.5060 -0.3996 1.0743
H 1.9995 1.0228 0.4151

=====

[11]
12
Properties=species:S:1:pos:R:3 method="wB97M-V/def2-TZVPD" gap_ev=10.54 total_charge=+2 relative_energy_kcal_mol=35.7
S 0.6762 0.9059 -0.5722
H 1.4524 1.5156 1.6219
N -0.6489 -1.5362 -0.3772
C -3.6948 0.6773 0.4194
H 2.8622 0.8490 0.6889
N -2.6500 0.2656 0.2470
C 0.0864 -0.5647 -0.4682
H -0.5883 -2.4892 -0.8614
H -4.6473 1.1061 0.4656
H -1.8837 -0.3715 0.4008
H 1.5830 -0.3275 1.3083
C 1.6867 0.6906 0.9492

=====

[12]
13
Properties=species:S:1:pos:R:3 method="wB97M-V/def2-TZVPD" gap_ev=8.06 relative_energy_kcal_mol=93.3
S 0.3542 -0.7542 -1.1401
H -1.3362 -1.9611 -0.6385
H -0.0195 2.0833 -2.0549
C 0.7924 1.5162 0.3844
C -0.6086 -1.3825 0.0706
H 2.2498 0.1680 -0.2274
H 1.2707 1.6247 1.3915
N 1.2457 0.4179 -0.4617
C -0.8936 2.0449 -1.2091
H -1.7850 3.0290 -1.2630
N -0.2749 2.2719 0.2529
H -1.6145 1.0747 -1.2449
S -0.4356 -1.6157 1.7666